{"formula": "H2N2O2S", "method": "wB97M-V/def2-TZVPD", "relative_energy_kcal_mol": 99.61, "homo_ev": [-10.22, -10.31], "spin_multiplicity": 1, "elements": ["N", "N", "O", "O", "S", "H", "H"], "xyz": [[-0.442, 0.332, 0.603], [-0.590, 0.367, -0.857], [-2.277, -1.410, 0.076], [-2.906, 1.059, 0.083], [-1.954, -0.015, 0.047], [-0.126, -1.339, 0.991], [-0.105, -0.318, -1.321]]}

{"formula": "H2N2O2S", "method": "wB97M-V/def2-TZVPD", "smiles": "NN=S(=O)=O", "relative_energy_kcal_mol": 22.23, "homo_ev": -10.60, "spin_multiplicity": 1, "elements": ["N", "N", "S", "O", "O", "H", "H"], "xyz": [[-0.295, -0.291, 0.123], [-0.618, -1.274, -1.048], [0.440, -1.215, -2.157], [0.288, -2.091, -3.267], [1.647, -0.461, -1.957], [0.710, -0.177, 0.164], [-0.770, 0.576, -0.087]]}

| no. | strongest force on any atom (hartree/bohr) |
| --- | --- |
| 1 | 0.0885 |
| 2 | 0.0564 |